19
Properties=species:S:1:pos:R:3:forces:R:3 method="wB97M-V/def2-TZVPD" e_tot_ha=-252.9909 mol_weight_da=87.2 e_homo_ev=-9.4 de_lowest_kcal_mol=45.3
C -1.26793 -0.62069 -1.59100 4.28 -1.95 3.06
C -0.86456 -0.35038 -0.12824 1.55 1.40 0.48
C 0.67258 -0.58845 0.19979 -0.56 1.66 2.78
C 0.88512 -0.33807 1.76766 -4.25 1.35 0.65
C 1.52112 0.49980 -0.38870 1.73 -0.08 -1.93
N -1.19337 1.15489 0.13384 0.48 -2.27 0.73
H -1.02202 -1.66288 -1.77946 -0.60 -0.20 -0.36
H -2.20389 -0.31974 -1.76954 -3.48 0.97 -1.01
H -0.49214 -0.07182 -2.05139 0.31 0.82 -1.54
H -1.21134 -1.01557 0.64090 -1.67 0.05 0.09
H 1.11212 -1.55336 0.08279 -0.37 -0.98 -0.90
H 0.20504 -0.72864 2.61651 0.78 -0.70 -1.79
H 0.60334 0.73092 1.98415 0.97 -0.63 -0.41
H 1.86250 -0.52916 2.02323 2.30 -0.25 0.63
H 0.94947 0.90307 -1.25565 0.95 0.45 0.65
H 1.89288 1.22454 0.34426 -0.85 0.38 -0.29
H 2.51529 0.15968 -0.77387 -0.86 -0.22 -0.09
H -1.13794 1.57879 -0.76305 -0.28 0.45 -0.97
H -0.39764 1.58667 0.60716 -0.42 -0.24 0.20